Record 1
A 2-piece molecular cluster, C6H10ClN2 overall, computed with wB97M-V/def2-TZVPD.

Last column: Mulliken charge in e.
Element x y z (Å)
C  -1.736  2.558  -0.384  -0.4148
C  -2.129  1.438  0.113  -0.2375
C  -3.399  -0.461  0.026  0.5140
C  -0.768  1.818  0.563  -0.3643
C  1.152  -1.347  -0.136  -0.8614
C  0.353  0.989  -0.013  -0.6591
N  -2.518  -1.328  0.029  -0.5574
N  0.154  -0.428  0.427  -0.0509
Cl  -5.013  -0.235  -0.035  -0.0168
H  -1.835  3.447  -0.954  0.4184
H  -0.605  2.201  1.565  0.3520
H  2.157  -0.962  0.043  0.3505
H  1.071  -2.333  0.317  0.3540
H  1.002  -1.441  -1.211  0.3562
H  1.338  1.322  0.322  0.4341
H  0.318  1.009  -1.104  0.3859
H  -2.754  -2.317  -0.035  0.1970
H  -0.840  -0.740  0.191  0.4205
H  0.209  -0.437  1.452  0.3798

Computed properties:
- LUMO energy (alpha / beta) (eV) = -3.9206 / -3.9210
- charge = +1
- Kohn-Sham gap (alpha / beta) (eV) = 8.888 / 8.888
- HOMO energy (alpha / beta) (eV) = -12.8091 / -12.8087

=====

Record 2
C29H27N7O4S2Sn as an isolated structure, computed with wB97M-V/def2-TZVPD.

Last column: Mulliken charge in e.
Element x y z (Å)
Sn  -0.215  -1.027  -1.181  0.8669
C  4.507  -4.805  3.365  -1.4962
C  4.238  -3.886  2.210  0.6426
C  3.034  -3.190  2.111  -0.8402
C  2.797  -2.307  1.072  0.4813
C  3.791  -2.121  0.117  0.1962
C  5.003  -2.806  0.185  -0.7224
C  5.210  -3.687  1.227  -0.8170
S  3.554  -1.096  -1.266  1.2712
O  2.755  -1.722  -2.271  -0.5942
O  4.780  -0.462  -1.639  -0.6897
N  2.401  0.043  -0.640  0.1613
C  2.485  1.315  -0.715  0.1284
C  3.716  2.096  -0.945  -0.5091
C  3.708  3.450  -0.836  -1.1983
C  2.508  4.135  -0.554  -0.2810
C  1.278  3.486  -0.379  0.8428
C  0.082  4.194  -0.139  -0.6106
C  -1.088  3.487  0.005  -1.2747
C  -1.042  2.100  -0.110  0.2051
N  0.089  1.410  -0.331  0.3157
C  1.222  2.076  -0.451  0.4126
H  3.601  -5.014  3.929  0.3604
H  5.226  -4.344  4.045  0.3407
H  4.941  -5.746  3.029  0.4034
H  2.270  -3.334  2.865  0.4369
H  1.860  -1.765  1.043  0.1876
H  5.764  -2.645  -0.567  0.4990
H  6.147  -4.225  1.288  0.4717
H  4.629  1.556  -1.144  0.6557
H  4.623  4.012  -0.956  0.4360
H  2.534  5.216  -0.462  0.4811
H  0.096  5.276  -0.080  0.4874
H  -2.030  3.982  0.193  0.5123
H  -1.948  1.507  -0.026  0.3405
N  -5.802  -5.931  0.458  -0.4791
C  -5.152  -4.750  0.295  1.1606
C  -5.207  -3.762  1.294  -0.8051
C  -4.554  -2.565  1.130  -0.4576
C  -3.821  -2.335  -0.036  -0.2563
C  -3.742  -3.307  -1.032  -0.4446
C  -4.405  -4.501  -0.870  -1.0181
S  -2.952  -0.853  -0.178  1.6279
O  -3.700  0.240  0.352  -0.6898
O  -2.467  -0.722  -1.583  -0.9280
N  -1.480  -0.991  0.512  -0.0919
C  -1.195  -0.757  1.845  0.5296
N  -2.171  -0.784  2.740  -0.3983
C  -1.819  -0.505  3.992  -0.3052
C  -0.510  -0.241  4.359  -0.9221
C  0.431  -0.305  3.348  -0.1550
N  0.107  -0.557  2.081  -0.1702
H  -6.404  -6.074  1.248  0.2013
H  -5.874  -6.584  -0.300  0.2077
H  -5.783  -3.944  2.192  0.3179
H  -4.611  -1.794  1.886  0.4809
H  -3.193  -3.107  -1.943  0.5655
H  -4.369  -5.251  -1.651  0.3639
H  -2.618  -0.515  4.725  0.4624
H  -0.239  -0.005  5.377  0.4308
H  1.486  -0.153  3.552  0.5571
C  0.143  -6.781  0.252  -1.0812
C  0.516  -6.006  -1.017  -0.2600
C  0.073  -4.617  -0.946  0.1070
N  -0.278  -3.529  -0.846  -0.2219
H  0.582  -7.775  0.204  0.3514
H  -0.936  -6.882  0.344  0.3192
H  0.523  -6.279  1.140  0.3063
H  0.068  -6.455  -1.904  0.3097
H  1.596  -5.995  -1.171  0.2820

Computed properties:
- LUMO energy (eV) = -9.2175
- charge = +2
- Kohn-Sham gap (eV) = 3.245
- HOMO energy (eV) = -12.4623

=====

Record 3
C4H6N2O2S2 as an isolated structure, computed with wB97M-V/def2-TZVPD.

Last column: Mulliken charge in e.
Element x y z (Å)
C  1.220  -1.939  0.006  0.0629
C  0.071  -2.040  -0.621  -0.6653
C  1.959  -0.749  0.145  -0.2524
C  -0.226  0.551  -1.148  -0.2779
N  2.165  1.792  -0.343  -0.6749
N  -2.218  1.636  0.144  -0.5347
O  -2.540  -0.738  -0.730  -0.6267
O  -1.094  -0.307  1.235  -0.5741
S  1.110  0.685  -0.127  0.5960
S  -1.556  0.083  -0.076  0.9762
H  1.708  -2.842  0.376  0.3352
H  -0.813  -2.604  -0.769  0.4097
H  2.891  -0.663  0.674  0.4147
H  1.763  2.705  -0.504  0.2591
H  -2.758  1.674  0.995  0.2710
H  -2.799  1.876  -0.648  0.2811

Computed properties:
- LUMO energy (alpha / beta) (eV) = -1.8536 / -2.0228
- Kohn-Sham gap (alpha / beta) (eV) = 7.040 / 6.898
- HOMO energy (alpha / beta) (eV) = -8.8937 / -8.9208

=====

Record 4
A 2-piece molecular cluster, C7H9N3S2 overall, computed with wB97M-V/def2-TZVPD.

Last column: Mulliken charge in e.
Element x y z (Å)
C  2.008  1.575  1.555  -0.4583
C  0.756  1.661  1.027  -0.8095
C  2.470  0.421  2.106  -0.2075
C  -0.022  0.438  0.886  0.7781
C  0.635  -0.725  1.511  0.4420
C  -1.186  0.502  0.246  0.1998
C  -2.493  0.534  -1.869  -0.6968
N  1.782  -0.723  2.036  -0.6265
N  -2.183  0.690  -0.439  -0.4118
N  -0.025  -1.845  1.299  -0.2797
S  0.780  -1.483  -3.148  -0.1275
S  -0.752  -2.020  -1.971  -0.2712
H  2.733  2.322  1.725  0.3925
H  0.397  2.554  0.542  0.4182
H  3.461  0.374  2.748  0.2941
H  -3.292  1.286  -2.060  0.2891
H  -2.894  -0.454  -2.116  0.3440
H  -1.582  0.659  -2.505  0.2319
H  -0.845  -2.088  0.787  0.1458
H  0.339  -2.700  1.696  0.2137
H  -0.089  -0.977  -4.057  0.1397

Computed properties:
- LUMO energy (alpha / beta) (eV) = -2.0442 / -0.4947
- Kohn-Sham gap (alpha / beta) (eV) = 3.793 / 7.642
- HOMO energy (alpha / beta) (eV) = -5.8367 / -8.1370

=====

Record 5
C5H9MgO4Pb as an isolated structure, computed with wB97M-V/def2-TZVPD.

Last column: Mulliken charge in e.
Element x y z (Å)
O  1.849  -0.278  2.129  -0.6574
C  1.053  -1.326  2.201  -0.4205
C  0.008  -1.536  1.361  -0.2144
O  -0.385  -0.349  0.692  -0.3701
C  -0.630  -0.460  -0.707  -0.4894
C  -0.704  0.937  -1.267  -0.4281
O  0.460  1.645  -0.823  -0.1852
C  0.661  2.886  -1.499  -0.6992
Pb  1.047  1.173  1.147  0.8205
H  1.338  -2.138  2.886  0.3916
H  -1.571  -0.998  -0.890  0.4132
H  0.203  -1.019  -1.161  0.3293
H  -1.604  1.468  -0.920  0.3352
H  -0.716  0.896  -2.365  0.4143
H  1.549  3.358  -1.068  0.2684
H  0.823  2.694  -2.568  0.2712
H  -0.216  3.533  -1.359  0.3379
H  -0.279  -2.764  0.864  0.7166
Mg  -1.820  -3.377  2.372  0.1821
O  -1.066  -4.345  0.976  -1.0159

Computed properties:
- LUMO energy (alpha / beta) (eV) = -1.3270 / -1.3111
- ⟨S²⟩ = 0.76
- spin multiplicity = 2
- Kohn-Sham gap (alpha / beta) (eV) = 3.141 / 4.797
- HOMO energy (alpha / beta) (eV) = -4.4680 / -6.1080

=====

Record 6
C26H29ClMnNO2P2S2 as an isolated structure, computed with wB97M-V/def2-TZVPD.

Last column: Mulliken charge in e.
Element x y z (Å)
Mn  6.362  -10.091  10.493  0.4135
C  9.169  -7.772  11.491  -1.2424
P  7.365  -7.996  11.978  1.5286
C  6.730  -6.214  12.128  -1.6080
C  7.596  -8.584  13.685  -0.0216
C  7.433  -7.794  14.791  -0.3554
C  7.780  -8.345  16.035  -0.6507
C  8.375  -9.567  16.157  -0.6952
C  8.579  -10.362  15.015  -0.3699
C  8.069  -9.933  13.822  -0.3570
P  8.081  -11.070  12.373  1.2801
C  7.236  -12.601  13.062  -1.6765
C  9.794  -11.732  12.316  -1.4934
H  9.122  -7.639  10.457  0.3366
H  9.847  -8.574  11.689  0.3301
H  9.561  -6.799  11.902  0.3411
H  7.503  -5.660  12.722  0.4628
H  5.757  -6.289  12.530  0.3154
H  6.697  -5.777  11.153  0.4178
H  6.900  -6.863  14.620  0.3781
H  7.479  -7.684  16.867  0.3114
H  8.698  -9.912  17.150  0.3522
H  9.019  -11.336  15.175  0.3706
H  7.902  -13.251  13.622  0.6315
H  6.944  -13.245  12.271  0.4655
H  6.261  -12.453  13.611  0.3281
H  9.736  -12.652  13.004  0.3290
H  10.481  -11.011  12.708  0.3995
H  10.095  -11.924  11.328  0.3828
C  2.039  -7.903  13.931  -2.2056
C  3.404  -8.628  13.535  0.5494
O  4.315  -8.013  13.067  -0.3087
C  3.397  -10.071  13.643  0.6320
C  2.272  -10.624  14.320  -0.5097
C  1.889  -11.938  14.277  -1.0738
C  2.815  -12.804  13.595  -0.8281
C  3.914  -12.263  12.900  -0.0839
C  4.313  -10.921  12.916  -0.4601
O  5.369  -10.595  12.271  0.5274
H  1.282  -8.602  13.767  0.6910
H  1.971  -7.083  13.252  0.4294
H  1.945  -7.666  15.021  0.3399
H  1.574  -9.931  14.815  0.4511
H  0.971  -12.338  14.786  0.3208
H  2.610  -13.832  13.574  0.4805
H  4.526  -12.871  12.266  0.5443
S  7.140  -7.257  8.689  -0.3715
C  5.516  -7.493  9.174  -0.0444
N  5.028  -8.594  9.740  0.0174
C  3.638  -8.483  9.843  -0.8695
C  2.880  -9.523  10.349  -0.3818
C  1.540  -9.263  10.581  -0.6961
C  1.003  -8.027  10.296  -0.3515
C  1.704  -6.987  9.683  -0.6278
C  3.077  -7.227  9.553  1.2444
S  4.347  -6.213  8.953  -0.2917
H  3.257  -10.526  10.386  0.4020
H  0.890  -10.098  10.869  0.3484
H  -0.031  -7.863  10.593  0.3409
H  1.276  -6.042  9.432  0.4240
Cl  8.643  -12.220  8.972  -0.3404
C  6.833  -11.686  9.069  -0.8491
H  6.406  -12.703  9.083  0.2916
H  6.697  -11.237  8.076  0.3545

Computed properties:
- LUMO energy (alpha / beta) (eV) = 2.6718 / 2.6697
- ⟨S²⟩ = 8.76
- spin multiplicity = 6
- charge = -1
- Kohn-Sham gap (alpha / beta) (eV) = 6.756 / 7.370
- HOMO energy (alpha / beta) (eV) = -4.0842 / -4.7001

=====

Record 7
One molecule with the formula C5H11N, computed with wB97M-V/def2-TZVPD.

Last column: Mulliken charge in e.
Element x y z (Å)
C  0.690  -1.546  0.203  -0.2649
C  1.484  -0.098  0.180  -0.8560
C  0.416  1.090  -0.010  -0.5969
C  -2.033  1.547  0.290  -0.8313
C  -0.877  0.991  0.644  -0.1151
N  0.253  -1.692  -1.143  -0.7065
H  1.363  -2.262  0.733  0.3114
H  -0.118  -1.500  0.900  0.2295
H  2.190  -0.080  -0.762  0.2803
H  2.151  -0.172  1.049  0.4084
H  0.994  1.819  0.516  0.3115
H  0.207  1.358  -1.085  0.3899
H  -2.939  0.866  0.210  0.1941
H  -2.046  2.464  -0.111  0.4043
H  -0.972  0.238  1.449  0.3296
H  -0.005  -0.719  -1.437  0.2268
H  -0.686  -2.066  -1.309  0.2850

Computed properties:
- LUMO energy (eV) = 1.0104
- structure (SMILES) = C=CCCCN
- Kohn-Sham gap (eV) = 9.829
- HOMO energy (eV) = -8.8190

=====

Record 8
A 9-piece molecular cluster, C20H55N4O10 overall, computed with wB97M-V/def2-TZVPD.

Last column: Mulliken charge in e.
Element x y z (Å)
C  -21.995  -18.120  -4.108  -1.5666
C  -21.352  -16.877  -3.674  0.0708
O  -20.450  -16.445  -4.397  0.0161
O  -21.851  -16.259  -2.755  0.7718
H  -21.352  -19.016  -3.958  0.1201
H  -22.202  -18.194  -5.168  0.2319
H  -22.835  -18.281  -3.479  0.5044
C  -19.815  -14.570  -0.835  -0.2553
O  -20.396  -14.129  -2.026  -0.8495
H  -20.408  -15.286  -0.271  -0.4779
H  -19.793  -13.665  -0.230  0.4301
H  -18.814  -14.887  -0.811  0.3219
H  -20.674  -14.888  -2.559  0.0392
C  -23.981  -14.088  -0.803  -0.2543
O  -25.219  -13.647  -0.338  -0.8203
N  -24.012  -15.122  -1.575  0.0731
N  -22.796  -13.592  -0.648  0.1933
H  -24.945  -15.465  -1.763  0.1286
H  -23.209  -15.755  -1.991  0.2008
H  -22.780  -12.754  -0.038  0.2796
H  -21.898  -13.934  -0.978  0.2802
C  -18.460  -20.609  -4.962  0.7084
O  -19.491  -21.488  -4.545  -0.7136
N  -18.430  -19.384  -4.731  0.0307
N  -17.281  -21.052  -5.370  -0.4649
H  -19.197  -18.875  -4.263  -0.5343
H  -17.596  -18.873  -4.824  0.1566
H  -17.120  -22.063  -5.277  0.2486
H  -16.448  -20.415  -5.537  0.1923
C  -24.796  -12.881  -5.516  -1.5200
C  -23.981  -13.499  -4.372  0.9197
C  -22.495  -13.470  -4.771  -0.3751
O  -24.113  -12.816  -3.333  -0.6060
H  -24.544  -11.919  -5.974  0.3986
H  -25.897  -12.987  -5.332  0.3653
H  -24.580  -13.482  -6.455  0.2604
H  -24.252  -14.535  -4.300  0.1845
H  -22.256  -12.456  -5.050  0.5450
H  -22.348  -14.059  -5.636  -0.2073
H  -21.798  -13.842  -4.053  -0.2002
H  -23.844  -13.281  -2.581  0.3594
C  -22.416  -15.890  -7.553  -1.2972
C  -21.120  -16.714  -7.606  1.1692
C  -20.613  -16.773  -9.039  -1.6754
O  -20.275  -16.206  -6.893  -0.5303
H  -22.913  -15.947  -6.523  0.1901
H  -23.069  -16.318  -8.303  0.6234
H  -22.303  -14.768  -7.770  0.1914
H  -21.306  -17.747  -7.232  -0.0696
H  -19.738  -16.161  -9.257  0.3013
H  -21.302  -16.520  -9.835  0.4018
H  -20.599  -17.799  -9.266  0.4610
H  -20.554  -16.116  -5.962  0.1485
C  -19.520  -18.294  -0.754  -0.1652
C  -20.758  -19.277  -0.757  1.4391
C  -20.263  -20.658  -1.164  -1.7839
O  -21.350  -19.337  0.333  -0.6592
H  -19.705  -17.288  -0.441  -0.2658
H  -19.227  -18.272  -1.816  -0.4306
H  -18.648  -18.726  -0.279  0.5675
H  -21.464  -18.724  -1.427  -0.2991
H  -21.088  -21.211  -1.314  0.5650
H  -19.608  -21.240  -0.484  0.3401
H  -19.774  -20.717  -2.184  0.2387
H  -21.684  -18.463  0.393  0.3786
C  -23.056  -17.913  2.282  -1.7097
C  -22.750  -16.591  1.481  0.9318
C  -21.666  -15.649  2.051  -1.3669
O  -22.443  -16.775  0.268  -0.6058
H  -23.545  -17.570  3.143  0.5184
H  -22.061  -18.401  2.472  0.3131
H  -23.640  -18.516  1.685  0.3993
H  -23.635  -15.888  1.451  0.4426
H  -20.801  -16.198  1.905  0.3170
H  -21.673  -15.486  3.119  0.4338
H  -21.667  -14.684  1.570  0.2412
H  -22.848  -16.140  -0.251  -0.1770
C  -17.202  -16.459  -3.000  -0.8785
C  -17.403  -15.429  -4.042  1.5603
C  -16.127  -14.847  -4.468  -1.9286
O  -17.917  -15.880  -5.085  -0.5022
H  -17.859  -17.252  -3.073  -0.2677
H  -17.363  -16.100  -2.063  0.3287
H  -16.168  -16.927  -2.972  0.3205
H  -18.113  -14.678  -3.730  0.1313
H  -15.557  -14.493  -3.592  0.3684
H  -16.192  -14.020  -5.257  0.3130
H  -15.552  -15.586  -4.960  0.4636
H  -18.858  -16.013  -4.993  0.3275

Computed properties:
- LUMO energy (eV) = 2.4962
- charge = -1
- Kohn-Sham gap (eV) = 9.088
- HOMO energy (eV) = -6.5921

=====

Ordered F_max results: 4.67; 0.53; 2.48; 4.89; 6.59; 2.87; 3.96; 11.38; unit eV/A.
Ordered DFT total energy results: -803.8866; -2815.6704; -1212.0432; -1232.6464; -889.5015; -4303.7485; -251.7408; -1766.2827; unit a.u..